Density functional theory data (wB97M-V/def2-TZVPD) for the molecule C10H15NO in a non-equilibrium geometry.

Last column: Löwdin charge in e.
Positions of all 27 atoms, in Å:
C: -0.3879 0.1307 -2.3376  -0.26
C: 1.2116 -2.1729 -0.0982  0.03
C: 0.0166 -0.4043 -1.1323  -0.15
C: 0.2041 -1.7695 -0.9092  -0.42
C: 0.4417 0.6299 0.0917  -0.09
C: -0.6744 -2.7709 -1.5828  -0.03
C: 0.7314 1.0540 2.6195  -0.03
C: -1.5503 0.5862 1.4777  -0.04
C: 0.7486 2.6120 -1.2567  -0.06
C: 0.0200 0.2991 1.4887  -0.34
N: -1.0320 0.5868 -3.1980  0.16
O: 0.5633 1.9562 -0.0695  -0.06
H: 1.2671 -3.2994 0.1453  0.09
H: 1.8870 -1.3743 0.4046  0.10
H: -0.5219 -2.5385 -2.6084  0.08
H: -1.6112 -2.5920 -1.2117  0.06
H: -0.1903 -3.7557 -1.4162  0.10
H: 0.5654 2.1146 2.3595  0.09
H: 1.7537 0.8498 2.7571  0.06
H: 0.0649 0.8894 3.4236  0.07
H: -1.7658 0.1976 0.4154  0.10
H: -2.0631 -0.0419 2.2044  0.07
H: -2.0674 1.5214 1.5892  0.07
H: 1.2186 3.5179 -1.0248  0.09
H: -0.1963 2.6676 -1.7845  0.09
H: 1.3742 1.9561 -1.8690  0.11
H: -0.0075 -0.8502 1.5222  0.14

The calculation puts the electronic energy at -14146.124 eV. The calculation puts the frontier orbital gap (spin up / spin down) at 7.36 / 7.36 eV. For the LUMO energy (spin up / spin down), the calculation gives -0.28 / -0.28 eV. Its structure (SMILES) is C=C(C)/C(C#N)=C(/OC)C(C)C. For the largest force on an atom, the calculation gives 7.53 eV/Å. The charge is 0.


Density functional theory data (wB97M-V/def2-TZVPD) for the molecule C10H15NO2 in a non-equilibrium geometry.

Last column: Löwdin charge in e.
Positions of all 28 atoms, in Å:
C: 1.6920 -2.8902 -0.5814  0.14
C: 1.4336 -2.1506 -1.4977  -0.09
C: -1.0873 -0.2750 -1.2538  -0.54
C: 1.5976 0.2318 -1.9856  -0.06
C: 1.1742 0.4774 -0.5528  -0.16
C: 0.8940 -1.1334 -2.3386  -0.29
C: -0.8412 -0.7789 1.4959  -0.04
C: 0.1397 1.5257 1.7746  -0.08
C: -2.1371 1.4339 1.0575  -0.03
C: -0.8114 0.6514 0.9716  -0.54
N: -0.2752 0.4282 -0.4230  0.04
O: -0.5272 -0.9691 -2.2551  0.08
O: -2.2858 -0.3916 -1.0891  0.09
H: 2.1732 -3.7278 -0.0359  0.06
H: 1.1749 0.9643 -2.6202  0.11
H: 2.6440 0.2132 -2.0784  0.11
H: 1.6841 -0.3295 0.0966  0.14
H: 1.4995 1.3331 -0.0636  0.08
H: 1.0872 -1.4778 -3.3787  0.17
H: 0.0324 -1.3403 1.4879  0.04
H: -1.1635 -0.8424 2.6326  0.13
H: -1.5930 -1.4097 1.0540  0.08
H: -0.5470 1.6690 2.7695  0.14
H: 0.0865 2.5220 1.3033  0.08
H: 1.1494 1.2161 2.1483  0.10
H: -2.6999 1.3461 0.1184  0.08
H: -2.6624 1.1897 2.0209  0.10
H: -1.8313 2.5144 1.2227  0.08

The calculation puts the electronic energy at -16195.391 eV. The calculation puts the frontier orbital gap at 9.99 eV. For the LUMO energy, the calculation gives 0.74 eV. Its structure (SMILES) is C#C[C@@H]1CCN(C(C)(C)C)C(=O)O1. For the largest force on an atom, the calculation gives 4.87 eV/Å. The charge is 0.


Density functional theory data (wB97M-V/def2-TZVPD) for a 2-piece molecular cluster, C10H15NO3S overall in a non-equilibrium geometry.

Last column: Löwdin charge in e.
Positions of all 30 atoms, in Å:
C: 0.0992 -2.1719 -2.4023  -0.17
C: -0.4612 -1.0646 -2.9266  -0.31
C: -1.4571 -0.2231 -0.1488  -0.53
C: -0.4512 0.1813 -2.0100  -0.24
C: -0.0244 -0.2477 -0.5532  -0.20
C: -1.1028 -1.0539 -4.2974  -0.04
C: 0.8544 -0.4325 2.7623  -0.03
C: -0.1883 1.8891 3.1621  -0.09
C: 1.4062 1.6985 1.3189  -0.15
C: 1.0866 1.1451 2.6307  -0.40
N: -1.8093 0.4493 -1.3544  0.10
O: -2.1794 -0.5830 0.7402  0.08
O: 0.3304 -2.9386 0.1866  -0.53
O: 2.6441 1.6292 0.8947  0.07
S: 0.8484 -1.9451 -0.7282  0.89
H: 0.1536 -3.1432 -2.8110  0.07
H: 0.0120 1.1850 -2.3943  0.16
H: -0.2609 -1.2755 -4.9703  0.09
H: -1.5928 -0.0352 -4.3335  0.10
H: -1.7718 -1.8926 -4.2668  0.07
H: 0.7083 -0.6568 3.8381  0.09
H: 0.0979 -0.6641 2.0204  0.03
H: 1.7696 -1.0202 2.2524  0.12
H: -0.0353 3.0168 3.1871  0.08
H: -0.6744 1.6993 4.2370  0.12
H: -1.0106 1.9009 2.4227  0.07
H: 0.5385 1.7719 0.6339  0.11
H: 1.9989 1.4849 3.2093  0.15
H: -2.6950 0.2310 -1.8173  0.13
H: 3.1667 1.0657 1.5177  0.14

The calculation puts the electronic energy at -29073.989 eV. The calculation puts the frontier orbital gap (spin up / spin down) at 5.52 / 8.40 eV. For the LUMO energy (spin up / spin down), the calculation gives -1.61 / 0.09 eV. For the largest force on an atom, the calculation gives 3.46 eV/Å. The charge is 0.


Density functional theory data (wB97M-V/def2-TZVPD) for the molecule C10H15NS in a non-equilibrium geometry.

Last column: Löwdin charge in e.
Positions of all 27 atoms, in Å:
C: 0.9511 0.4438 0.0123  -0.09
C: 1.1216 -0.9457 -0.1134  -0.46
C: 2.1488 1.1693 -0.0371  -0.41
C: -0.6651 0.2168 0.0442  -0.39
C: -0.3426 -1.3025 -0.0475  -0.48
C: 2.4197 2.6026 -0.0844  -0.05
C: -1.4495 0.9072 -1.0856  -0.05
C: -1.4323 0.7696 1.2537  -0.06
C: -0.6236 -2.1346 1.1595  -0.06
C: -1.0021 -2.0250 -1.2796  -0.02
N: 3.2068 0.3327 -0.1842  -0.25
S: 2.7738 -1.3350 -0.2002  1.01
H: 2.8445 2.9634 0.8541  0.08
H: 3.2562 2.8704 -0.8124  0.11
H: 1.4833 3.1530 -0.3336  0.09
H: -1.2054 1.9422 -0.7803  0.09
H: -2.5316 0.7305 -1.1091  0.09
H: -0.9710 0.5974 -1.9883  0.07
H: -2.4434 0.5799 1.0605  0.05
H: -1.2516 1.8417 1.5170  0.09
H: -0.9894 0.2704 2.2725  0.12
H: -1.6710 -2.6237 1.1483  0.13
H: -0.4981 -1.5477 2.0957  0.07
H: 0.3256 -2.7143 1.2047  0.09
H: -0.6034 -1.7387 -2.2005  0.06
H: -2.0798 -1.9230 -1.2819  0.08
H: -0.7716 -3.1010 -1.0843  0.09

The calculation puts the electronic energy at -22935.914 eV. The calculation puts the frontier orbital gap at 9.70 eV. For the LUMO energy, the calculation gives 0.73 eV. Its structure (SMILES) is Cc1nsc2c1C(C)(C)C2(C)C. For the largest force on an atom, the calculation gives 5.36 eV/Å. The charge is 0.


Density functional theory data (wB97M-V/def2-TZVPD) for a 2-piece molecular cluster, C10H16 overall in a non-equilibrium geometry.

Last column: Löwdin charge in e.
Positions of all 26 atoms, in Å:
C: 2.1492 -1.1457 -0.8640  -0.28
C: 1.5754 -0.2857 -2.0320  -0.18
C: 1.1726 -1.0965 0.2073  -0.37
C: 0.0371 -1.8557 0.0164  -0.16
C: 1.3207 -0.0770 1.1753  -0.13
C: -1.0078 -1.6873 0.9048  -0.20
C: 0.2716 0.1229 2.0109  -0.21
C: -0.9257 -0.6770 1.8199  -0.22
H: 2.6268 -1.9779 -1.4472  0.09
H: 3.0318 -0.4215 -0.6042  0.10
H: 1.3260 0.7630 -1.8270  0.05
H: 0.0885 -2.6704 -0.7068  0.07
H: 2.3558 0.3993 1.2184  0.11
H: -1.9085 -2.3163 1.0541  0.09
H: 0.2957 0.7510 2.9949  0.08
H: -1.8373 -0.5544 2.5126  0.08
H: 0.7299 -0.7537 -2.5684  0.05
H: 2.2386 -0.2467 -3.0013  0.06
C: -1.7164 1.9316 -0.7449  -0.16
C: -2.3407 3.3073 -1.1726  -0.18
H: -1.0335 1.4520 -1.4809  0.06
H: -1.2661 1.9539 0.2739  0.06
H: -2.5322 1.2116 -0.6804  0.05
H: -1.4967 4.0830 -1.1879  0.07
H: -2.9620 3.8305 -0.4090  0.06
H: -2.8727 3.2750 -2.0679  0.02

The calculation puts the electronic energy at -10626.482 eV. As for the spin multiplicity: 2. The calculation puts the frontier orbital gap (spin up / spin down) at 2.68 / 7.13 eV. For the LUMO energy (spin up / spin down), the calculation gives 3.65 / 3.61 eV. For the largest force on an atom, the calculation gives 5.32 eV/Å. The charge is -1. The expectation value of S² is 0.760.


Density functional theory data (wB97M-V/def2-TZVPD) for a 2-piece molecular cluster, C10H16 overall in a non-equilibrium geometry.

Last column: Löwdin charge in e.
Positions of all 26 atoms, in Å:
C: 0.9811 0.1943 2.0525  -0.35
C: 0.0446 -0.3497 2.9560  -0.18
C: 2.2583 -0.6619 1.9072  -0.10
H: 0.3981 0.3336 1.1059  0.08
H: 1.5323 1.1502 2.4159  0.13
H: 0.4386 -0.3564 4.0393  0.11
H: -0.2911 -1.4215 2.7332  0.11
H: 3.0681 -0.1638 2.4809  0.09
H: 2.0961 -1.5124 2.4201  0.02
H: -0.7955 0.2042 3.0624  0.03
H: 2.5229 -1.0069 0.9406  0.04
C: -2.4314 1.6207 -0.8252  -0.07
C: -1.1741 -0.5146 -0.4088  -0.12
C: -1.4147 0.5995 -1.1863  -0.31
C: -0.0633 -1.2787 -0.5751  -0.15
C: 1.0268 -0.9307 -1.3779  -0.09
C: -0.3494 0.9735 -2.0818  -0.05
C: 0.8526 0.2640 -2.1126  -0.09
H: -2.0552 -0.8673 0.3527  0.17
H: -0.0465 -2.1625 0.0424  0.11
H: -2.2844 2.6276 -1.2764  0.08
H: -2.6097 1.4914 0.2937  0.10
H: 1.8135 -1.5495 -1.8044  0.11
H: -0.4796 1.8488 -2.6807  0.09
H: 1.6992 0.6168 -2.8375  0.13
H: -3.3899 1.2695 -1.3753  0.10

The calculation puts the electronic energy at -10627.198 eV. The calculation puts the frontier orbital gap at 9.88 eV. For the LUMO energy, the calculation gives 1.02 eV. Its structure (SMILES) is Cc1ccccc1.CCC. For the largest force on an atom, the calculation gives 5.81 eV/Å. The charge is 0.